1.
The following is a DFT calculation (the ωB97M-V functional and the def2-TZVPD basis) of an isolated ion of composition C5H15N2 and charge +1.

Results
Kohn-Sham gap ... 11.22 eV
Total charge ... +1
SMILES string ... CNC[C@H](C)[NH2+]C
Highest occupied orbital energy ... -0.5140 hartree

Each line ends with the natural charge from an NBO analysis.
Cartesian coordinates (Å):
C 1.198 0.600 0.200  -0.240
N 1.515 -0.679 -0.530  -0.663
C 2.311 -1.598 0.285  -0.440
C -0.287 0.864 -0.146  -0.056
N -1.007 -0.437 -0.177  -0.544
C -2.345 -0.434 -0.898  -0.410
C -1.025 1.767 0.842  -0.660
H 1.815 1.423 -0.154  0.230
H 1.383 0.492 1.264  0.216
H 2.086 -0.433 -1.331  0.391
H 2.820 -2.386 -0.288  0.230
H 3.124 -1.115 0.826  0.199
H 1.733 -2.231 0.969  0.201
H -0.269 1.275 -1.150  0.227
H -1.144 -0.891 0.721  0.425
H -0.237 -1.015 -0.626  0.473
H -2.627 0.610 -0.969  0.232
H -2.178 -0.948 -1.837  0.235
H -3.053 -1.028 -0.325  0.236
H -1.630 1.213 1.546  0.221
H -0.482 2.495 1.459  0.258
H -1.700 2.455 0.320  0.239

---

2.
The following is a DFT calculation (the ωB97M-V functional and the def2-TZVPD basis) of C4H7Cl4FInN2S as an isolated structure.

Results
Kohn-Sham gap ... 6.88 eV
Total charge ... -1
Highest occupied orbital energy ... -0.1817 hartree

Each line ends with the Mulliken charge.
Cartesian coordinates (Å):
N -1.059 -0.837 3.683  -0.777
In -1.123 -1.387 1.614  0.979
C -0.284 0.273 0.342  -0.969
C 1.169 -0.106 0.041  0.114
F 1.959 0.289 1.130  -0.336
N -3.172 -1.904 0.997  -0.517
C -3.194 -2.927 0.427  0.193
S -3.121 -4.414 -0.235  -0.424
H -0.400 -1.505 4.078  0.167
H -0.537 0.038 3.686  0.179
H -0.159 -2.870 1.344  -0.338
H -0.245 1.211 0.896  0.295
H -0.876 0.379 -0.567  0.341
H 1.227 -1.191 -0.051  0.204
H 1.569 0.397 -0.841  -0.079
C 1.648 2.909 -3.308  0.374
Cl 1.481 3.614 -4.926  -0.122
Cl 3.363 2.778 -2.900  -0.108
Cl 0.841 3.946 -2.129  -0.096
Cl 0.913 1.308 -3.282  -0.079

---

Which of these has the highest Kohn-Sham gap?
C5H15N2

---

The lowest highest occupied orbital energy belongs to which entry?
C5H15N2

---

Which formula does entry 2 have?
C4H7Cl4FInN2S